{"formula": "C29H51N12STi", "method": "ωB97M-V/def2-TZVPD", "orbital_gap_ev": 6.6, "largest_force_ha_per_bohr": 0.016, "relative_energy_kcal_mol": 32.0, "homo_ev": -16.158, "charge": 3, "e_tot_ev": -82709.625, "symbols": ["Ti", "S", "N", "N", "N", "N", "N", "N", "N", "N", "N", "N", "N", "N", "C", "C", "C", "C", "C", "C", "C", "C", "C", "C", "C", "C", "C", "C", "C", "C", "C", "C", "C", "C", "C", "C", "C", "C", "C", "C", "C", "C", "C", "H", "H", "H", "H", "H", "H", "H", "H", "H", "H", "H", "H", "H", "H", "H", "H", "H", "H", "H", "H", "H", "H", "H", "H", "H", "H", "H", "H", "H", "H", "H", "H", "H", "H", "H", "H", "H", "H", "H", "H", "H", "H", "H", "H", "H", "H", "H", "H", "H", "H", "H"], "coordinates": [[-0.1964, -0.0519, -0.0519], [-2.3989, -0.0524, 1.0838], [-0.9246, 1.5803, 2.5933], [2.3990, 0.2254, -4.0337], [1.9367, -1.8419, -3.2023], [2.3083, -0.0206, 0.6664], [-0.7766, 1.6814, -0.9385], [-0.0195, -2.1607, 1.2204], [-3.0679, 2.3782, -0.9862], [-1.5033, 3.5181, -2.2156], [1.2113, 0.0514, -1.9854], [-1.4258, -1.5435, -1.3390], [0.0703, 1.0386, 1.8128], [-3.0943, 1.3880, 3.1959], [2.8892, 1.8445, -1.5474], [0.5749, 2.1426, -0.9390], [1.2263, 1.3837, 2.2365], [2.4407, 0.8273, 1.6932], [-1.8368, -2.6747, -0.4398], [1.7773, 1.4277, -4.5733], [4.6852, -0.3342, 0.7471], [-3.5232, 2.8958, 0.3127], [4.8031, 0.5304, 1.8190], [3.4315, -0.5672, 0.2055], [-4.0985, 2.4369, -2.0341], [-2.6471, -0.8935, -1.9138], [-1.7619, 2.5370, -1.3665], [-2.3738, 4.7096, -2.2883], [-2.0841, 1.0490, 2.3886], [1.3626, -2.6321, 1.4990], [-0.4118, 3.5331, -3.1938], [2.2001, 3.8251, -0.3471], [-0.6634, -3.1914, 0.3530], [1.8631, -0.5013, -3.0351], [1.5677, 1.3451, -1.5424], [-0.7601, -2.1526, -2.5205], [-0.6863, -2.1749, 2.5553], [2.0190, -2.8073, -2.1134], [0.9167, 3.3651, -0.3188], [3.7074, -0.1153, -4.6077], [3.1963, 3.0542, -0.9842], [3.6492, 1.1338, 2.2914], [2.1018, -2.4429, -4.5357], [-2.2315, -3.4873, -1.0479], [3.3433, -1.2150, -0.6493], [-0.3751, -1.3783, -3.1679], [-4.1914, 2.1879, 0.7960], [1.2694, 2.0565, 3.0830], [1.9579, 1.4501, -5.6463], [-1.7570, -2.1019, 2.4618], [1.5020, -3.7221, -2.3997], [-2.6786, 3.1025, 0.9641], [-4.0756, 3.8263, 0.1613], [3.6808, 1.2452, -1.9799], [1.9609, -2.6572, 0.5981], [0.0396, -2.8141, -2.2147], [-4.8750, 1.7090, -1.7857], [-1.0016, -4.0277, 0.9633], [1.3278, -3.6395, 1.9160], [3.0561, -3.0810, -1.9060], [-2.6373, -2.3542, 0.2121], [-1.7279, 5.5830, -2.3624], [0.0985, -3.5858, -0.3190], [-0.8218, 3.8640, -4.1463], [1.4358, -3.3042, -4.6048], [-0.0068, 2.5415, -3.3100], [4.3401, 0.7745, -4.5722], [-3.6798, 2.1703, -3.0047], [-3.9943, 0.9496, 3.1187], [-2.9091, 1.9707, 3.9982], [4.1911, -0.8999, -4.0297], [0.1377, 3.9431, 0.1701], [1.8254, -1.7340, -5.3096], [1.8364, -1.9798, 2.2264], [-1.4966, -2.7381, -3.0703], [0.7042, 1.3786, -4.4216], [-2.9815, 4.8125, -1.3961], [-2.3368, -0.1871, -2.6794], [3.6747, 1.8258, 3.1264], [5.5518, -0.8340, 0.3261], [-3.2725, -1.6573, -2.3774], [3.6256, -0.4315, -5.6478], [0.3822, 4.2197, -2.8996], [5.7632, 0.7280, 2.2776], [2.1837, 2.3441, -4.1420], [-0.3193, -1.3536, 3.1661], [3.1212, -2.7914, -4.7131], [-3.2269, -0.3735, -1.1686], [-0.4483, -3.1155, 3.0551], [2.4471, 4.7754, 0.1137], [4.2204, 3.4117, -1.0146], [1.5539, -2.4058, -1.2280], [-4.5775, 3.4149, -2.1051], [-3.0103, 4.6827, -3.1713]], "atomic_forces_ev_per_a": [[0.368, 0.623, -0.287], [0.396, -0.027, -0.351], [0.262, 0.147, -0.016], [0.206, 0.300, -0.184], [0.627, -0.131, 0.070], [-0.347, -0.052, 0.074], [0.018, -0.088, 0.079], [0.069, 0.015, -0.233], [-0.003, 0.115, 0.043], [0.112, 0.301, -0.451], [-0.333, 0.124, 0.322], [-0.371, 0.066, 0.220], [-0.336, -0.012, 0.072], [-0.088, -0.033, -0.014], [0.077, -0.075, -0.039], [-0.129, -0.318, -0.076], [0.234, -0.032, 0.116], [-0.028, 0.043, 0.041], [0.146, 0.155, -0.139], [0.152, -0.130, 0.037], [0.138, -0.098, -0.088], [0.029, -0.239, -0.062], [0.045, 0.043, 0.063], [-0.092, -0.010, -0.104], [-0.078, -0.144, 0.141], [0.125, -0.156, -0.034], [-0.060, -0.203, 0.075], [0.205, -0.004, -0.066], [-0.250, -0.078, 0.000], [-0.065, -0.052, 0.095], [-0.177, 0.088, 0.158], [0.179, 0.077, -0.022], [0.086, 0.045, 0.013], [-0.219, -0.278, 0.238], [-0.031, -0.158, -0.282], [-0.304, -0.064, 0.091], [0.140, -0.052, -0.025], [0.700, 0.145, -0.247], [-0.184, -0.034, 0.142], [0.007, 0.157, 0.003], [0.019, 0.075, 0.041], [0.217, 0.144, 0.164], [-0.114, -0.077, 0.081], [-0.071, -0.087, -0.144], [-0.087, -0.146, -0.121], [-0.184, 0.048, 0.007], [-0.005, -0.039, -0.021], [0.041, 0.040, 0.105], [0.026, -0.025, -0.053], [-0.198, 0.037, -0.056], [0.158, -0.060, -0.012], [0.063, -0.059, 0.021], [0.016, 0.029, -0.018], [-0.052, 0.021, -0.054], [0.046, 0.001, -0.007], [-0.796, 0.268, -0.089], [0.077, 0.031, 0.007], [0.032, -0.139, 0.118], [-0.021, -0.070, 0.016], [0.074, 0.032, -0.007], [-0.141, 0.129, 0.085], [0.064, -0.017, 0.003], [-0.037, -0.028, 0.046], [-0.049, 0.018, -0.039], [0.001, 0.021, 0.040], [-0.114, 0.028, 0.122], [-0.035, -0.008, 0.014], [0.015, 0.012, 0.073], [-0.049, -0.014, -0.002], [0.020, -0.038, 0.009], [-0.051, 0.047, -0.004], [0.017, -0.075, -0.044], [-0.023, -0.022, 0.040], [-0.004, 0.012, 0.028], [-0.110, -0.052, -0.021], [0.034, -0.102, -0.058], [0.065, -0.055, -0.020], [0.055, 0.042, -0.038], [0.010, -0.071, -0.071], [-0.115, 0.060, 0.057], [0.001, -0.056, -0.033], [0.001, 0.013, 0.013], [-0.015, 0.029, 0.059], [-0.015, 0.010, -0.019], [0.008, 0.024, 0.048], [0.009, 0.059, -0.011], [-0.046, 0.027, 0.049], [-0.059, 0.086, 0.187], [0.030, -0.021, 0.017], [0.025, -0.100, -0.060], [-0.102, -0.012, 0.018], [0.122, 0.123, 0.172], [-0.002, -0.028, 0.014], [0.023, -0.043, -0.027]], "lowdin_charge": [1.056, 0.854, 0.027, -0.140, -0.132, 0.068, 0.024, -0.281, -0.160, -0.071, 0.097, -0.296, -0.094, 0.138, -0.029, -0.300, -0.035, -0.262, -0.188, -0.012, 0.005, -0.049, 0.010, -0.131, -0.034, -0.086, -0.328, 0.016, -0.793, -0.068, 0.007, -0.026, -0.163, -0.364, -0.277, -0.065, -0.087, -0.065, -0.025, -0.020, -0.012, 0.035, -0.006, 0.147, 0.094, 0.087, 0.074, 0.154, 0.115, 0.052, 0.110, 0.086, 0.101, 0.125, 0.055, 0.038, 0.108, 0.150, 0.117, 0.120, 0.078, 0.115, 0.109, 0.121, 0.108, 0.043, 0.109, 0.105, 0.114, 0.135, 0.100, 0.139, 0.103, 0.099, 0.122, 0.082, 0.090, 0.094, 0.139, 0.132, 0.115, 0.104, 0.115, 0.136, 0.098, 0.092, 0.108, 0.019, 0.111, 0.130, 0.132, 0.032, 0.091, 0.109]}